{"formula": "C26H18N3O8PSm", "method": "ωB97M-V with the def2-TZVPD basis set", "multiplicity": 6, "relative_energy_kcal_mol": 3.3, "homo_lumo_gap_ev": [7.87, 8.22], "homo_ev": [-11.843, -11.870], "total_charge": 1, "e_lumo_ev": [-3.97, -3.65], "max_force_ev_per_a": 2.773, "s2": 8.76, "species": ["Sm", "O", "C", "O", "C", "C", "C", "C", "C", "C", "O", "N", "O", "O", "N", "O", "O", "H", "H", "O", "N", "C", "C", "C", "C", "C", "C", "C", "P", "C", "C", "C", "C", "C", "C", "C", "C", "C", "C", "C", "C", "H", "H", "H", "H", "H", "H", "H", "H", "H", "H", "H", "H", "H", "H", "H", "H"], "positions_angstrom": [[0.59729, -0.05960, -0.09600], [2.75496, 0.29762, 0.32396], [2.50578, -0.60721, 1.18413], [1.83302, -1.61882, 0.79116], [2.47052, -0.29862, 2.64322], [3.45294, -0.45918, 3.58466], [3.11662, -0.20348, 4.90019], [1.85573, 0.17443, 5.28499], [0.88716, 0.33326, 4.31290], [1.18035, 0.16305, 2.97029], [0.33549, 0.41032, 1.97587], [-0.47563, 0.71750, 4.77521], [-0.56573, 1.21850, 5.87411], [-1.41368, 0.52432, 4.01906], [4.16555, -0.37414, 5.93712], [3.83725, -0.26228, 7.09874], [5.29202, -0.61860, 5.54853], [4.44872, -0.80189, 3.33957], [1.62182, 0.34206, 6.32553], [-1.58369, -1.17436, 0.56633], [-1.81927, 0.13399, 0.10076], [-2.54647, 0.89434, 0.80984], [-2.75509, 2.31258, 0.45641], [-4.04927, 2.77747, 0.67002], [-4.39421, 4.07307, 0.32707], [-3.42962, 4.91335, -0.21097], [-2.12623, 4.46256, -0.38076], [-1.76046, 3.16453, -0.04166], [0.00935, 2.70002, -0.15050], [0.77998, 3.53749, 1.25937], [2.16496, 3.43901, 1.41877], [2.77744, 3.95153, 2.55195], [2.01103, 4.55519, 3.54433], [0.63575, 4.64580, 3.39720], [0.02034, 4.13721, 2.25728], [0.59805, 3.54344, -1.64141], [1.30760, 4.74176, -1.60032], [1.75008, 5.33200, -2.77903], [1.48732, 4.73227, -4.00302], [0.78212, 3.53759, -4.05517], [0.34361, 2.94752, -2.87834], [-1.93362, -1.28391, 1.46566], [-3.04941, 0.51082, 1.69598], [-4.79678, 2.11259, 1.09428], [-5.40939, 4.42314, 0.48146], [-3.68544, 5.93189, -0.47912], [-1.37757, 5.14116, -0.77530], [2.77684, 2.95552, 0.66788], [3.85313, 3.87635, 2.66298], [2.48802, 4.94886, 4.43422], [0.03506, 5.11254, 4.16938], [-1.05727, 4.20217, 2.16589], [1.52113, 5.21316, -0.64675], [2.30027, 6.26490, -2.74124], [1.83276, 5.19643, -4.91980], [0.57068, 3.07229, -5.00939], [-0.23458, 2.03894, -2.93911]], "atomic_forces_ev_per_a": [[-2.19, -0.34, -1.66], [0.83, -0.01, 0.59], [0.73, -0.19, 0.19], [1.04, -0.44, 0.63], [0.33, -0.08, -0.05], [0.07, -0.19, -0.25], [0.44, -0.02, 0.52], [-0.03, -0.01, 0.17], [-0.61, 0.29, 0.72], [-0.50, 0.10, -0.75], [0.30, -0.16, 0.46], [0.37, 0.26, -0.23], [-0.01, -0.16, -0.19], [0.07, -0.12, 0.05], [0.11, -0.05, 0.01], [-0.10, 0.05, -0.20], [-0.27, 0.05, -0.02], [-0.01, 0.03, -0.01], [0.00, 0.00, 0.03], [-0.24, 0.01, -0.30], [-0.24, 0.04, 0.01], [0.06, 0.24, 0.02], [-0.01, -0.45, 0.23], [-0.16, 0.05, 0.02], [-0.04, 0.08, -0.02], [-0.01, 0.02, 0.01], [-0.03, 0.13, -0.05], [-0.01, 0.02, -0.12], [-0.10, 0.86, -0.14], [0.01, -0.06, 0.16], [0.06, 0.00, 0.05], [-0.05, 0.02, -0.01], [0.04, -0.02, 0.01], [-0.03, 0.00, -0.04], [-0.07, 0.04, 0.15], [0.09, 0.23, -0.13], [0.06, 0.07, -0.01], [-0.01, -0.01, 0.04], [0.05, 0.05, -0.02], [-0.04, 0.00, 0.09], [0.10, 0.23, -0.07], [0.12, 0.04, 0.19], [-0.08, -0.03, 0.04], [0.10, 0.07, -0.05], [0.13, -0.03, -0.02], [0.03, -0.07, 0.01], [-0.04, -0.03, 0.03], [-0.01, -0.04, -0.07], [-0.07, 0.00, -0.01], [-0.02, -0.02, -0.06], [0.03, -0.04, -0.06], [0.05, 0.02, 0.01], [-0.02, -0.02, -0.08], [-0.03, -0.06, 0.02], [-0.02, -0.03, 0.08], [0.00, 0.00, 0.04], [-0.14, -0.28, 0.02]]}